(1)
ORCA calculation (the ωB97M-V functional and the def2-TZVPD basis) on an isolated molecule of C19H21N5O2S at a distorted geometry.

Atoms and positions in Å:
C 2.05440 7.49018 -3.22247
C 1.30352 6.39394 -2.54241
C 0.42829 6.61286 -1.51938
C -0.28980 5.55282 -0.87302
O -1.08308 5.63218 0.03685
N 0.03399 4.28813 -1.43958
N -0.52914 3.14374 -0.99684
C -0.10126 2.11709 -1.64239
N -0.49552 0.86777 -1.41287
C 0.01761 -0.26496 -2.15232
C -1.03740 -1.36215 -2.19980
C -1.36920 -1.87383 -0.79057
C -0.45483 -3.04224 -0.41687
O 0.62706 -3.22594 -0.93246
N -0.95823 -3.83670 0.55081
C -0.19467 -4.90883 1.16085
C 0.14833 -4.57915 2.59019
C -0.32828 -5.34881 3.64149
C -0.02218 -5.01385 4.94976
C 0.75486 -3.90047 5.21762
C 1.23094 -3.12477 4.17308
C 0.93022 -3.46355 2.86697
C -1.15957 -0.76119 0.25489
C -1.44696 0.60667 -0.34972
S 1.10093 2.49779 -2.91365
C 0.92446 4.17490 -2.45663
N 1.55625 5.14812 -3.01858
H 3.12351 7.30696 -3.13539
H 1.81225 8.45514 -2.78819
H 1.80968 7.49448 -4.28287
H 0.23805 7.60740 -1.14986
H 0.27058 0.05961 -3.16544
H 0.92784 -0.65811 -1.68402
H -0.65231 -2.18696 -2.79963
H -1.93720 -0.97582 -2.68023
H -2.40882 -2.21317 -0.76777
H -1.83412 -3.59853 0.98820
H 0.71391 -5.01163 0.56048
H -0.76772 -5.83960 1.10703
H -0.93628 -6.21866 3.43624
H -0.39361 -5.62260 5.76084
H 0.99137 -3.63827 6.23798
H 1.84045 -2.25716 4.37795
H 1.30711 -2.86800 2.04810
H -0.12518 -0.77588 0.60446
H -1.80429 -0.91997 1.11960
H -2.46961 0.64145 -0.74457
H -1.34634 1.39957 0.39414

LUMO energy	0.5	eV
orbital gap	8.64	eV
SMILES string	Cc1cc(=O)n2nc(N3CCC(C(=O)NCc4ccccc4)CC3)sc2n1

***

(2)
ORCA calculation (the ωB97M-V functional and the def2-TZVPD basis) on a structure of composition C19H21N5O3Pb.

Atoms and positions in Å:
Pb -0.91345 -0.36024 -1.99950
C -4.49032 -4.14420 -0.85081
N -4.45722 -2.72933 -0.42279
C -5.38638 -2.20954 0.37948
C -5.34770 -0.89171 0.77386
C -4.26613 -0.21895 0.26560
O -4.21106 1.18774 0.64088
N -3.32755 -0.63460 -0.49654
C -3.38589 -1.95792 -0.90338
O -2.55680 -2.44636 -1.64295
H -5.38911 -4.60836 -0.45752
H -3.60472 -4.65170 -0.47799
H -4.48470 -4.18838 -1.93602
H -6.17541 -2.87244 0.71001
H -6.09701 -0.45007 1.41094
O 0.70411 1.41691 -2.09059
C 1.72019 1.91340 -1.52281
C 1.82836 1.95036 -0.01910
C 2.46814 3.22385 0.54921
C 3.99440 3.13527 0.60241
C 4.60140 2.54327 -0.67128
C 3.95565 3.06038 -1.94749
N 2.67800 2.40291 -2.29137
H 2.38975 1.06694 0.30057
H 0.81314 1.80633 0.34705
H 2.08958 3.39536 1.55751
H 2.16101 4.08375 -0.05358
H 4.29327 2.52153 1.45468
H 4.40083 4.13288 0.77747
H 4.54584 1.45145 -0.66527
H 5.66188 2.79242 -0.70836
H 4.61292 2.87030 -2.79220
H 3.80166 4.13989 -1.89431
H 2.47385 2.33397 -3.27941
N -2.27976 2.57001 0.73276
C -3.20967 1.90924 0.65647
H -1.69690 3.38649 0.60501
N 2.73154 -3.83013 3.75578
C 2.14614 -3.29638 2.92370
C 1.41362 -2.62714 1.87678
C 0.69790 -1.46621 2.15890
C 0.02077 -0.81702 1.13902
C 0.03777 -1.30119 -0.16859
C 0.73578 -2.48312 -0.42445
C 1.42619 -3.14320 0.58295
H 0.68199 -1.08009 3.17045
H -0.53253 0.08430 1.39250
H 0.75312 -2.91683 -1.42207
H 1.97349 -4.05384 0.37436

LUMO energy	-7.1	eV
total charge	+2
orbital gap	7.27	eV

***

(3)
ORCA calculation (the ωB97M-V functional and the def2-TZVPD basis) on a structure of composition C19H21N5O6Os at a distorted geometry.

Atoms and positions in Å:
Os -0.25679 0.16305 0.06284
O 0.79304 -0.86212 5.95287
C 0.61052 -0.58481 4.67269
C 1.52765 0.14577 3.89808
C 1.22560 0.34286 2.57313
N 0.10535 -0.13950 2.05097
C -0.78252 -0.82992 2.76318
C -0.57743 -1.07349 4.09396
C -1.95360 -1.25628 1.92011
O -2.93703 -1.78785 2.30322
O -1.75633 -0.91375 0.59341
C 2.04424 1.08119 1.54704
O 3.02164 1.71210 1.75826
O 1.49719 0.93910 0.28891
H 1.62433 -0.51145 6.30166
H 2.44883 0.54218 4.30660
H -1.29421 -1.62812 4.68441
N -1.37062 0.20959 -3.99826
C -1.55949 0.55501 -2.72932
N -0.51858 0.22479 -1.97368
C 0.41866 -0.38241 -2.83515
C 1.67253 -0.92933 -2.57424
C 2.33717 -1.49131 -3.64416
C 1.78330 -1.49960 -4.93611
C 0.54662 -0.95046 -5.20094
C -0.12039 -0.39664 -4.11550
H -2.03902 0.34612 -4.74184
H -2.46122 1.02090 -2.36489
H 2.12419 -0.91013 -1.58975
H 3.31339 -1.92945 -3.48986
H 2.34610 -1.94601 -5.74407
H 0.12230 -0.95855 -6.19549
C -3.66517 1.96369 1.39080
N -3.03570 2.88398 0.43323
C -3.70763 4.18744 0.31114
C -1.80353 2.67490 0.00148
O -1.08744 1.80688 0.70254
N -1.28168 3.32518 -1.03174
C 0.16380 3.53931 -1.19390
C -2.10859 3.90119 -2.09662
H -4.74240 2.07751 1.30261
H -3.36243 2.20458 2.41001
H -3.40814 0.93535 1.15951
H -4.12118 4.43565 1.28646
H -4.52166 4.14866 -0.41088
H -2.99964 4.96234 0.03372
H 0.74746 2.79640 -0.66602
H 0.43586 4.52617 -0.81781
H 0.40155 3.49483 -2.25437
H -3.12597 3.52501 -2.04188
H -1.67475 3.60359 -3.05111
H -2.11795 4.98975 -2.05602

LUMO energy (alpha / beta)	-8.6 / -8.6	eV
total charge	+2
orbital gap (alpha / beta)	6.29 / 6.29	eV

***

(4)
ORCA calculation (the ωB97M-V functional and the def2-TZVPD basis) on an isolated molecule of C19H21NO6 at a distorted geometry.

Atoms and positions in Å:
C 1.45601 3.83885 -3.36227
O 1.97115 3.10511 -2.27954
C 1.39428 1.90874 -1.96254
C 0.33513 1.35216 -2.66234
C -0.20020 0.13107 -2.26904
C -1.38800 -0.45719 -2.97685
C -2.52586 -0.71068 -1.98767
O -3.18884 -1.72280 -1.98256
N -2.73949 0.32939 -1.14280
C -3.44515 0.14179 0.11423
C -2.44915 -0.27943 1.16586
C -1.76442 0.67022 1.90728
C -0.75297 0.31965 2.79907
C -0.45082 -1.01468 2.90425
C -1.13222 -1.97701 2.15670
C -2.13284 -1.63677 1.28282
O -0.63752 -3.21729 2.45479
C 0.40082 -3.00682 3.38389
O 0.48727 -1.63118 3.68968
C 0.32528 -0.51194 -1.16548
C 1.38130 0.03423 -0.43215
O 1.74826 -0.71549 0.63792
C 2.71214 -0.25621 1.56229
C 1.93645 1.25235 -0.83960
O 2.97040 1.84434 -0.13317
C 4.20020 1.94381 -0.82387
H 2.05591 4.74647 -3.41116
H 0.40728 4.10903 -3.20363
H 1.55343 3.29020 -4.30476
H -0.08389 1.85913 -3.51658
H -1.74362 0.21316 -3.76170
H -1.13651 -1.41529 -3.43477
H -2.04234 1.06046 -1.13712
H -3.94014 1.07750 0.38303
H -4.19062 -0.63744 -0.05223
H -2.01911 1.71379 1.79544
H -0.22521 1.06031 3.37587
H -2.64598 -2.38056 0.69641
H 1.35569 -3.34996 2.95147
H 0.19452 -3.57567 4.30436
H -0.07906 -1.45422 -0.83173
H 2.48469 0.75115 1.91220
H 3.71883 -0.27467 1.13660
H 2.66168 -0.95150 2.40002
H 4.55170 0.95661 -1.14656
H 4.90514 2.36557 -0.10932
H 4.12433 2.60011 -1.69297

LUMO energy	0.7	eV
orbital gap	8.66	eV
SMILES string	COc1cc(CC(=O)NCc2ccc3c(c2)OCO3)cc(OC)c1OC

***

(5)
ORCA calculation (the ωB97M-V functional and the def2-TZVPD basis) on a structure of composition C19H21O8PSi2 at a distorted geometry.

Atoms and positions in Å:
O -0.00091 1.77611 -2.81172
P -0.05222 1.63310 -1.13911
O 1.46983 1.82459 -0.41548
Si -1.07970 -0.19852 -0.47372
O -0.73645 -1.62215 -1.36509
Si 0.85120 -2.20365 -1.14825
C 1.90363 -1.96191 -2.75042
O 1.56303 -0.74140 -3.44606
C 0.81372 -0.97439 -4.59412
C 1.55501 -1.09848 -5.86211
C 0.84853 -1.33788 -7.11414
C -0.61483 -1.49748 -7.11021
C -1.37888 -1.38124 -5.88135
C -0.63070 -1.09790 -4.63869
H 0.02424 2.71552 -3.06894
H 1.38392 2.65460 0.09002
H -0.84341 -0.39555 0.96298
H -2.53237 0.04400 -0.60750
H 1.49698 -1.64389 0.04372
H 0.75451 -3.67346 -0.98111
H 2.98392 -1.93669 -2.41809
H 1.82070 -2.85604 -3.43402
H 2.66623 -0.98146 -5.89200
H 1.34956 -1.41397 -8.10221
H -1.18484 -1.71344 -8.04564
H -2.48825 -1.48936 -5.81257
H -1.24570 -0.98161 -3.71928
C -2.94050 3.80500 2.82880
C -3.59879 3.88295 3.98354
C -3.76448 2.69599 4.85523
O -4.36635 2.76664 5.90726
C -3.16803 1.42236 4.39365
C -2.50991 1.34574 3.23895
C -2.34549 2.52984 2.36805
O -1.74386 2.46057 1.31159
H -2.81064 4.66093 2.17830
H -4.04007 4.80669 4.33635
H -3.29631 0.56600 5.04327
H -2.06767 0.42491 2.88658
C 1.77526 -1.04716 5.17583
C 3.05449 -1.37467 5.00541
C 3.70799 -1.25482 3.68176
O 4.87340 -1.55475 3.52504
C 2.88425 -0.75538 2.55725
C 1.60480 -0.42822 2.72821
C 0.95174 -0.54836 4.05052
O -0.21641 -0.24788 4.21271
H 1.28089 -1.12875 6.13572
H 3.67087 -1.74033 5.81705
H 3.37794 -0.67267 1.59700
H 0.99010 -0.06205 1.91700

LUMO energy	-1.7	eV
orbital gap	6.11	eV